Below is a 10-piece molecular cluster, C56H126F6N10O12S6 overall in a non-equilibrium geometry, with properties calculated with wB97M-V/def2-TZVPD.

As for the charge: +4. Its molar mass is 1438.07 Da. The HOMO-LUMO gap comes out at 8.8 eV.

Atoms and positions in Å:
C  -0.66  -3.59  4.60
C  -1.23  -3.29  6.00
C  -2.71  -3.06  6.07
N  -3.37  -3.45  7.38
C  -3.59  -4.94  7.39
C  -2.57  -3.07  8.64
C  -3.59  -2.87  9.75
C  -4.68  -2.15  8.96
C  -4.74  -2.80  7.59
H  -1.18  -4.35  4.01
H  0.33  -4.03  4.69
H  -0.53  -2.64  4.08
H  -0.63  -2.50  6.47
H  -0.88  -4.13  6.62
H  -3.27  -3.59  5.30
H  -2.90  -1.99  5.95
H  -2.60  -5.40  7.37
H  -4.08  -5.28  6.49
H  -4.01  -5.22  8.35
H  -1.95  -3.92  8.91
H  -2.00  -2.19  8.37
H  -3.94  -3.85  10.09
H  -3.31  -2.31  10.63
H  -5.61  -2.35  9.51
H  -4.49  -1.08  8.95
H  -5.54  -3.54  7.64
H  -4.92  -2.07  6.80
C  5.15  0.76  -6.01
C  3.87  -0.04  -6.00
C  4.06  -1.43  -5.45
N  2.81  -2.28  -5.63
C  1.60  -1.67  -4.94
C  3.10  -3.64  -4.97
C  2.19  -4.60  -5.67
C  2.19  -4.17  -7.11
C  2.41  -2.64  -7.06
H  6.08  0.25  -6.27
H  5.41  1.05  -4.98
H  5.04  1.63  -6.64
H  3.44  -0.02  -7.01
H  3.13  0.57  -5.47
H  4.29  -1.47  -4.38
H  4.84  -1.92  -6.03
H  1.36  -0.77  -5.50
H  1.79  -1.57  -3.87
H  0.78  -2.39  -5.01
H  2.97  -3.61  -3.90
H  4.15  -3.84  -5.21
H  1.19  -4.66  -5.24
H  2.50  -5.63  -5.45
H  1.34  -4.55  -7.68
H  3.03  -4.58  -7.67
H  1.54  -2.08  -7.39
H  3.23  -2.35  -7.71
C  -5.24  -0.33  1.52
C  -4.96  1.17  1.58
C  -4.67  1.70  0.16
N  -4.43  3.17  0.11
C  -5.56  4.04  0.60
C  -4.14  3.62  -1.32
C  -3.03  4.74  -1.24
C  -2.68  4.81  0.24
C  -3.14  3.52  0.87
H  -4.33  -0.91  1.33
H  -6.00  -0.51  0.76
H  -5.51  -0.72  2.50
H  -4.13  1.41  2.25
H  -5.82  1.64  2.07
H  -5.47  1.43  -0.53
H  -3.82  1.12  -0.21
H  -5.70  3.84  1.66
H  -6.50  3.80  0.13
H  -5.33  5.09  0.45
H  -5.01  4.14  -1.73
H  -3.88  2.74  -1.90
H  -3.49  5.63  -1.67
H  -2.18  4.48  -1.86
H  -3.14  5.65  0.74
H  -1.59  4.76  0.32
H  -3.36  3.74  1.92
H  -2.43  2.70  0.81
C  3.30  6.03  -6.09
C  2.66  4.72  -5.73
C  1.38  4.93  -4.93
N  0.29  3.88  -5.09
C  -0.28  4.08  -6.48
C  0.69  2.45  -4.78
C  -0.63  1.76  -4.43
C  -1.54  2.87  -3.83
C  -0.82  4.16  -4.08
H  2.56  6.68  -6.59
H  4.15  6.04  -6.77
H  3.60  6.62  -5.22
H  3.30  4.04  -5.16
H  2.42  4.11  -6.61
H  0.87  5.85  -5.20
H  1.57  4.99  -3.86
H  0.48  3.77  -7.19
H  -0.56  5.13  -6.59
H  -1.18  3.49  -6.66
H  1.23  2.03  -5.62
H  1.44  2.53  -3.98
H  -1.01  1.34  -5.36
H  -0.55  0.95  -3.70
H  -2.50  2.85  -4.35
H  -1.76  2.71  -2.78
H  -1.50  4.92  -4.46
H  -0.24  4.42  -3.19
C  -3.16  -4.03  1.86
C  -3.67  -3.87  0.42
C  -3.02  -4.90  -0.46
N  -3.66  -5.10  -1.81
C  -5.17  -5.35  -1.69
C  -3.02  -6.22  -2.64
C  -2.18  -5.50  -3.74
C  -2.11  -4.04  -3.29
C  -3.47  -3.87  -2.68
H  -3.52  -4.99  2.23
H  -3.56  -3.28  2.54
H  -2.08  -3.95  1.90
H  -3.53  -2.85  0.06
H  -4.74  -4.03  0.60
H  -3.03  -5.87  0.05
H  -1.96  -4.68  -0.63
H  -5.45  -6.01  -2.49
H  -5.62  -4.36  -1.74
H  -5.45  -5.77  -0.73
H  -3.68  -6.89  -3.17
H  -2.38  -6.79  -1.96
H  -2.81  -5.49  -4.63
H  -1.23  -6.00  -3.87
H  -1.84  -3.37  -4.10
H  -1.32  -3.91  -2.54
H  -4.21  -3.98  -3.48
H  -3.64  -2.96  -2.11
C  0.24  5.17  2.80
C  -0.34  3.87  3.34
C  0.51  2.63  3.10
N  0.27  1.49  4.09
C  -1.12  0.95  3.87
C  1.39  0.44  3.99
C  1.85  0.11  5.43
C  0.84  0.78  6.31
C  0.44  2.00  5.51
H  0.24  5.32  1.72
H  1.27  5.34  3.14
H  -0.24  6.07  3.19
H  -1.27  3.61  2.83
H  -0.49  3.99  4.41
H  1.56  2.88  3.27
H  0.35  2.13  2.15
H  -1.81  1.58  4.42
H  -1.11  0.00  4.42
H  -1.24  0.71  2.82
H  0.98  -0.45  3.50
H  2.13  0.79  3.27
H  2.05  -0.94  5.61
H  2.79  0.66  5.55
H  0.04  0.10  6.59
H  1.24  1.14  7.27
H  -0.46  2.49  5.87
H  1.25  2.73  5.51
C  4.85  2.84  3.82
C  4.94  1.58  2.94
C  4.36  1.72  1.54
N  4.77  0.59  0.62
C  3.97  -0.62  1.04
C  6.29  0.32  0.51
C  6.57  -0.12  -0.93
C  5.26  0.02  -1.70
C  4.38  0.90  -0.80
H  3.85  3.28  3.80
H  5.55  3.58  3.44
H  5.18  2.63  4.83
H  4.39  0.81  3.51
H  5.95  1.16  2.98
H  4.70  2.66  1.10
H  3.28  1.77  1.54
H  4.13  -0.82  2.10
H  4.30  -1.47  0.44
H  2.89  -0.52  0.89
H  6.72  -0.29  1.30
H  6.54  1.38  0.58
H  6.89  -1.16  -0.92
H  7.33  0.54  -1.34
H  4.77  -0.93  -1.89
H  5.34  0.61  -2.61
H  3.32  0.73  -0.94
H  4.52  1.96  -1.00
N  2.49  -5.19  0.58
S  2.00  -4.82  -1.01
O  2.32  -3.51  -1.49
O  0.81  -5.47  -1.52
F  3.11  -5.67  -1.81
S  1.38  -4.30  1.18
O  0.03  -4.81  1.18
O  1.56  -2.88  1.07
F  1.74  -4.56  2.73
N  0.28  0.00  0.90
S  -0.83  -1.00  0.43
O  -0.47  -2.06  -0.45
O  -2.17  -0.47  0.24
F  -1.01  -1.78  1.80
S  0.31  0.89  -0.54
O  -0.80  1.79  -0.67
O  1.09  0.41  -1.64
F  1.43  1.87  0.11
N  1.66  6.12  -1.62
S  2.05  4.88  -0.80
O  2.50  5.00  0.54
O  2.58  3.78  -1.57
F  0.53  4.35  -0.52
S  3.20  6.77  -1.61
O  4.24  6.09  -2.34
O  3.51  7.49  -0.42
F  2.87  7.92  -2.69

Here are the Mulliken charges for atoms 1 to 4, given in e: C -1.28; C -0.14; C -1.06; N 0.57